Entry from the Open Molecules 2025 dataset: a 2-piece molecular cluster, C5H9N2 overall (the ωB97M-V functional and the def2-TZVPD basis).

Computed properties:
- multiplicity = 3
- charge = +1
- calculated total energy (eV) = -8296.64685

Atoms and positions in Å:
C1 -0.79 -0.94 -2.34
C2 0.60 -1.27 0.58
C3 -1.66 -0.80 -3.42
C4 1.66 -0.50 2.43
C5 0.37 1.15 1.14
N1 -0.27 -0.75 -1.33
N2 0.85 -0.28 1.23
H1 -1.42 -1.54 -4.17
H2 -1.86 0.24 -3.87
H3 -2.59 -1.20 -2.95
H4 2.50 0.23 2.25
H5 1.95 -1.50 2.46
H6 0.87 -0.18 3.16
H7 -0.79 1.14 1.01
H8 0.77 1.66 0.20
H9 0.72 1.80 2.02


Entry from the Open Molecules 2025 dataset: an isolated ion of composition C5H9N2O and charge +1 (the ωB97M-V functional and the def2-TZVPD basis).

Computed properties:
- charge = +1
- calculated total energy (eV) = -10350.40723
- SMILES = [NH2+]=C1NC2(CC2)CO1

Atoms and positions in Å:
N1 -2.99 0.64 -0.04
C1 -1.81 0.02 -0.04
N2 -0.75 0.82 0.04
C2 0.46 -0.21 0.07
C3 1.54 0.29 -0.83
C4 1.80 0.12 0.65
C5 -0.18 -1.51 0.23
O1 -1.59 -1.24 -0.06
H1 -3.07 1.61 0.25
H2 -3.69 -0.02 0.25
H3 -0.53 1.68 -0.36
H4 1.51 1.23 -1.21
H5 2.18 -0.30 -1.39
H6 2.20 -0.86 1.00
H7 1.78 1.00 1.26
H8 0.03 -2.28 -0.50
H9 -0.25 -1.78 1.20


Entry from the Open Molecules 2025 dataset: an isolated ion of composition C5H9N2O and charge +1 (the ωB97M-V functional and the def2-TZVPD basis).

Computed properties:
- charge = +1
- calculated total energy (eV) = -10350.00463
- SMILES = [NH3+][C@@]1(O)CC=CC=N1

Atoms and positions in Å:
N1 1.77 0.22 0.99
C1 0.79 0.25 -0.14
O1 1.43 0.35 -1.35
C2 -0.06 -1.00 -0.11
C3 -1.28 -0.67 -0.94
C4 -1.86 0.56 -0.93
C5 -1.28 1.48 -0.03
N2 -0.09 1.53 0.37
H1 1.38 0.93 1.60
H2 2.66 0.62 0.69
H3 1.97 -0.65 1.51
H4 0.75 0.00 -1.91
H5 -0.24 -1.31 0.92
H6 0.32 -1.97 -0.52
H7 -1.63 -1.52 -1.50
H8 -2.85 0.60 -1.20
H9 -1.79 2.31 0.44


Entry from the Open Molecules 2025 dataset: an isolated ion of composition C5H9N2O2S and charge +1 (the ωB97M-V functional and the def2-TZVPD basis).

Computed properties:
- charge = +1
- calculated total energy (eV) = -23230.50949
- SMILES = C[NH+](C)/C=C(/C#N)[SH](=O)=O

Atoms and positions in Å:
C1 1.54 1.25 1.24
N1 0.63 0.74 0.25
C2 0.97 0.94 -1.17
C3 0.31 -0.62 0.63
C4 -0.73 -1.31 0.19
C5 -0.99 -2.65 0.41
N2 -1.38 -3.73 0.38
S1 -2.16 -0.55 -0.74
O1 -2.25 0.72 -0.12
O2 -1.89 -0.65 -2.14
H1 2.64 1.00 1.15
H2 1.37 2.31 1.07
H3 1.27 0.94 2.24
H4 -0.27 1.16 0.30
H5 1.84 1.68 -1.27
H6 1.21 -0.03 -1.53
H7 0.12 1.20 -1.76
H8 0.90 -1.02 1.38
H9 -3.14 -1.37 -0.53


Entry from the Open Molecules 2025 dataset: an isolated molecule of C5H9N2O3P (the ωB97M-V functional and the def2-TZVPD basis).

Computed properties:
- multiplicity = 3
- calculated total energy (eV) = -23741.06635

Atoms and positions in Å:
C1 -1.16 0.56 -1.03
C2 -0.94 -0.30 1.25
C3 -1.34 0.91 0.45
C4 -2.47 0.30 -1.75
C5 2.91 -1.18 -0.18
N1 -0.08 0.48 -1.60
N2 0.39 -0.31 1.57
O1 -1.68 -1.19 1.57
O2 1.81 1.96 1.72
O3 2.86 -0.13 0.77
P1 1.55 0.77 0.91
H1 -0.67 1.74 0.68
H2 -2.38 1.17 0.67
H3 -2.90 1.26 -2.03
H4 -3.15 -0.23 -1.09
H5 -2.29 -0.29 -2.64
H6 3.12 -0.78 -1.17
H7 1.97 -1.73 -0.23
H8 3.72 -1.85 0.12
H9 0.73 -1.15 2.02


Entry from the Open Molecules 2025 dataset: an isolated ion of composition C5H9N2OS and charge +1 (the ωB97M-V functional and the def2-TZVPD basis).

Computed properties:
- charge = +1
- calculated total energy (eV) = -21180.42498

Atoms and positions in Å:
C1 0.68 -3.11 0.05
C2 0.65 -0.73 -0.63
C3 1.54 0.00 0.22
C4 -2.24 1.38 0.31
C5 -0.82 -0.59 -0.06
N1 -1.38 -1.51 0.53
N2 -1.14 0.81 -0.29
O1 1.16 -2.12 -0.57
S1 0.97 -4.74 0.17
H1 2.58 0.24 -0.25
H2 1.12 0.95 0.69
H3 1.84 -0.62 1.05
H4 -3.33 1.19 0.02
H5 -2.29 1.17 1.42
H6 -2.18 2.40 0.05
H7 0.66 -0.54 -1.70
H8 -0.79 1.12 -1.20
H9 2.18 -5.06 -0.14


Entry from the Open Molecules 2025 dataset: an isolated ion of composition C5H9N2OS and charge +1 (the ωB97M-V functional and the def2-TZVPD basis).

Computed properties:
- charge = +1
- calculated total energy (eV) = -21184.35498

Atoms and positions in Å:
C1 1.97 1.05 0.69
C2 1.47 -1.33 0.58
C3 0.80 1.72 0.08
C4 -0.35 0.77 -0.24
C5 -2.56 -0.93 0.10
N1 2.10 -0.19 0.95
N2 0.96 -1.37 -0.60
O1 -0.87 0.70 -1.38
S1 -1.37 0.10 1.01
H1 2.95 1.69 0.87
H2 1.55 -2.01 1.42
H3 0.54 2.58 0.76
H4 1.12 1.99 -1.00
H5 -2.56 -1.89 0.58
H6 -2.26 -1.22 -0.97
H7 -3.57 -0.50 0.16
H8 0.50 -2.21 -0.85
H9 -0.42 1.05 -2.16


Entry from the Open Molecules 2025 dataset: an isolated ion of composition C5H9N2OS and charge +1 (the ωB97M-V functional and the def2-TZVPD basis).

Computed properties:
- charge = +1
- calculated total energy (eV) = -21182.80510
- SMILES = CC(C)/N=C/C(=O)[NH+]=S

Atoms and positions in Å:
C1 -2.02 0.81 -0.54
C2 -0.96 -0.42 -0.39
C3 -1.41 -1.31 0.74
N1 0.35 0.03 -0.32
C4 1.09 1.00 -0.26
C5 2.54 0.97 0.11
O1 3.22 1.95 0.11
N2 3.05 -0.25 0.27
S1 2.33 -1.68 0.04
H1 -1.74 1.29 0.41
H2 -1.76 1.16 -1.53
H3 -3.05 0.53 -0.60
H4 -1.18 -1.00 -1.37
H5 -0.93 -2.23 0.97
H6 -2.39 -1.88 0.45
H7 -1.76 -0.73 1.62
H8 0.73 2.04 -0.53
H9 3.91 -0.29 0.81


Entry from the Open Molecules 2025 dataset: a 2-piece molecular cluster, C5H9N2S overall (the ωB97M-V functional and the def2-TZVPD basis).

Computed properties:
- charge = +1
- calculated total energy (eV) = -19138.14295

Atoms and positions in Å:
C1 2.05 0.23 -1.48
C2 1.20 -0.76 -1.21
C3 1.76 0.21 0.73
C4 -0.13 -1.53 0.80
C5 -3.92 0.52 -0.44
N1 2.37 0.81 -0.28
N2 1.01 -0.78 0.18
S1 -2.51 1.24 -0.33
H1 2.45 0.54 -2.35
H2 0.88 -1.56 -1.98
H3 -0.98 -1.17 0.36
H4 -0.07 -2.56 0.65
H5 0.00 -1.29 1.90
H6 -4.17 -0.41 -0.15
H7 1.86 0.48 1.72
H8 -4.85 0.93 -0.88
H9 3.05 1.63 -0.29


Entry from the Open Molecules 2025 dataset: an isolated ion of composition C5H9N2S3 and charge +1 (the ωB97M-V functional and the def2-TZVPD basis).

Computed properties:
- charge = +1
- calculated total energy (eV) = -40806.82076

Atoms and positions in Å:
C1 3.79 0.40 0.25
C2 -1.91 -0.38 0.24
C3 -3.34 1.51 0.59
C4 -4.18 -0.92 0.27
C5 5.80 -0.90 -0.95
N1 2.67 0.83 0.24
N2 -3.08 0.06 0.44
S1 -0.48 -0.74 0.07
S2 1.17 1.30 0.05
S3 5.35 -0.09 0.61
H1 -3.98 1.71 1.47
H2 -2.42 2.12 0.64
H3 -3.83 1.88 -0.29
H4 -4.02 -1.37 -0.69
H5 -4.09 -1.66 1.01
H6 -5.18 -0.47 0.18
H7 5.48 -0.27 -1.84
H8 5.42 -1.85 -1.18
H9 6.82 -1.15 -1.12


Entry from the Open Molecules 2025 dataset: an isolated molecule of C5H9N3 (the ωB97M-V functional and the def2-TZVPD basis).

Computed properties:
- calculated total energy (eV) = -9795.56652
- SMILES = C1CC2=NNC[C@@H]2N1

Atoms and positions in Å:
C1 1.20 -0.38 1.28
C2 1.57 -1.16 -0.26
C3 0.42 -0.17 -0.80
N1 0.40 0.78 -1.67
N2 -0.91 1.10 -1.78
C4 -1.59 1.03 -0.31
C5 -0.89 -0.19 -0.02
N3 -0.32 -0.43 1.37
H1 1.44 0.86 1.05
H2 1.60 -0.89 2.26
H3 2.69 -1.01 -0.61
H4 1.37 -2.24 -0.26
H5 -0.58 2.15 -2.08
H6 -2.64 0.98 -0.65
H7 -1.49 1.83 0.47
H8 -1.39 -1.14 -0.06
H9 -0.89 -1.12 2.07


Entry from the Open Molecules 2025 dataset: an isolated molecule of C5H9N3 (the ωB97M-V functional and the def2-TZVPD basis).

Computed properties:
- calculated total energy (eV) = -9795.96008

Atoms and positions in Å:
C1 -1.44 0.51 -1.13
C2 1.04 0.22 0.08
C3 0.87 -1.16 -0.35
C4 -0.71 0.19 0.13
N1 1.78 0.44 1.27
C5 -1.23 0.08 1.34
N2 1.43 0.63 -1.16
N3 0.57 -2.29 -0.66
H1 1.53 1.33 1.68
H2 1.72 -0.31 1.94
H3 2.39 0.96 -1.13
H4 -0.16 -2.51 -1.34
H5 -2.30 1.14 -0.93
H6 -0.80 1.01 -1.86
H7 -1.80 -0.41 -1.62
H8 -0.64 -0.14 2.22
H9 -2.27 0.31 1.52


Entry from the Open Molecules 2025 dataset: an isolated molecule of C5H9N3 (the ωB97M-V functional and the def2-TZVPD basis).

Computed properties:
- calculated total energy (eV) = -9796.79020
- SMILES = CN(C)n1cccn1

Atoms and positions in Å:
C1 -1.39 0.83 0.89
N1 -0.90 0.18 -0.24
C2 -1.94 -0.88 -0.70
N2 0.48 -0.17 -0.20
C3 1.43 0.74 -0.71
C4 2.59 0.31 -0.30
C5 2.33 -0.80 0.42
N3 1.04 -0.98 0.58
H1 -0.73 1.64 1.36
H2 -2.37 1.47 0.85
H3 -1.63 0.00 1.66
H4 -3.04 -0.55 -0.77
H5 -1.71 -1.18 -1.67
H6 -1.92 -1.86 -0.15
H7 1.35 1.74 -1.39
H8 3.44 1.16 -0.52
H9 2.97 -1.64 0.88